# C55H127F3N5O14Y

A molecular structure, C55H127F3N5O14Y (ωB97M-V with the def2-TZVPD basis set, OMol25).

Properties
Molar mass, g/mol: 1228.542
Energy relative to the best compared isomer or geometry (same formula, charge and spin), kJ/mol: 0.0
Frontier orbital gap, eV: 0.87
F_max, eV/Å: 3.89
Net charge: +2
Electronic energy, eV: -104370.7673

Each line ends with the Löwdin charge.
Atoms and positions in Å:
1 Y -3.5349 23.3403 26.3509  1.06
2 C -6.9810 23.1404 19.9167  -0.42
3 O -6.5331 23.7963 18.8327  -0.05
4 O -6.0896 23.4521 20.9218  0.04
5 C -8.5010 23.3562 20.1974  -0.61
6 F -9.2011 22.7554 19.2960  0.19
7 F -8.9090 22.8609 21.3717  0.17
8 F -8.8889 24.6241 20.1338  0.18
9 C -7.2335 23.7326 17.5816  -0.20
10 C -6.3588 24.5232 16.5301  -0.05
11 H -5.2981 24.3280 16.6880  0.07
12 H -6.4396 24.3243 15.4615  0.07
13 H -6.5560 25.5951 16.5179  0.07
14 H -8.2153 24.2044 17.6227  0.11
15 H -7.3364 22.7270 17.1738  0.12
16 H -6.9399 22.0926 19.6188  0.19
17 O -0.2840 23.5837 23.6852  -0.11
18 H 0.4515 24.1484 23.9226  0.04
19 H -0.0981 23.3127 22.7861  0.04
20 O -7.6945 24.9506 26.7763  -0.09
21 H -8.0506 25.8139 26.9864  0.04
22 H -8.3987 24.3406 26.9958  0.03
23 O -0.5894 27.8466 17.6746  -0.06
24 H -0.0392 28.6246 17.5843  0.03
25 H -1.4223 28.1792 18.0092  0.02
26 O -1.5109 23.4862 18.8663  -0.05
27 H -2.4309 23.7076 19.0110  0.02
28 H -1.1167 24.2970 18.5447  0.03
29 O -4.8743 28.3134 19.9197  -0.05
30 H -5.0593 27.3942 19.7272  0.02
31 H -4.6695 28.3263 20.8546  0.03
32 C -15.5617 25.4523 27.7774  -0.02
33 C -16.3958 26.2319 26.7197  -0.46
34 C -17.6542 25.3589 26.4285  -0.13
35 C -18.8470 25.4259 27.4131  -0.17
36 C -19.2522 26.8811 27.7595  -0.12
37 C -18.0350 27.7114 28.2322  -0.50
38 N -16.9097 27.5607 27.2462  -0.08
39 O -15.8963 28.4775 27.3428  0.01
40 C -18.5005 29.1619 28.2514  -0.04
41 C -17.6198 27.2570 29.6114  -0.03
42 C -15.5881 26.4655 25.4183  -0.03
43 H -14.7603 26.1279 28.0761  0.08
44 H -15.0611 24.5892 27.3385  0.09
45 H -16.2080 25.1600 28.6051  0.07
46 H -17.9976 25.5988 25.4222  0.12
47 H -17.2985 24.3287 26.4483  0.11
48 H -18.7951 24.7313 28.2515  0.11
49 H -19.6614 24.8470 26.9775  0.11
50 H -19.9659 26.8641 28.5832  0.12
51 H -19.7526 27.4020 26.9432  0.12
52 H -17.8487 29.7175 28.9256  0.09
53 H -18.5795 29.6016 27.2572  0.09
54 H -19.4675 29.2974 28.7358  0.09
55 H -18.2743 27.5207 30.4422  0.10
56 H -17.4442 26.1875 29.7276  0.07
57 H -16.6593 27.7006 29.8736  0.09
58 H -14.6553 26.9810 25.6469  0.08
59 H -16.1215 27.1888 24.8016  0.08
60 H -15.4169 25.5232 24.8978  0.09
61 H -16.1320 29.0887 26.6411  0.12
62 C -17.2803 19.6555 11.9421  -0.04
63 C -16.1292 19.4781 12.9292  -0.44
64 C -15.2844 20.7914 13.0614  -0.14
65 C -14.4379 20.8901 14.3147  -0.19
66 C -15.2856 20.5773 15.5795  -0.14
67 C -15.9974 19.1940 15.4537  -0.46
68 N -16.7545 19.0834 14.2140  -0.09
69 O -17.5252 17.9118 14.1560  0.02
70 C -15.0164 18.0356 15.8411  -0.01
71 C -17.0111 19.3219 16.6598  -0.04
72 C -15.1088 18.3566 12.3456  -0.01
73 H -17.7738 18.6982 11.7746  0.08
74 H -16.8760 19.9580 10.9761  0.09
75 H -17.9408 20.4730 12.2310  0.09
76 H -14.5462 20.9042 12.2674  0.12
77 H -15.9236 21.6740 13.0831  0.12
78 H -13.9748 21.8759 14.3575  0.11
79 H -13.6350 20.1532 14.2926  0.10
80 H -15.9297 21.4521 15.6680  0.11
81 H -14.6667 20.6606 16.4728  0.12
82 H -15.5395 17.0800 15.8776  0.09
83 H -14.0996 18.0099 15.2521  0.07
84 H -14.7418 18.1943 16.8840  0.08
85 H -16.4568 19.3969 17.5954  0.08
86 H -17.6063 20.2229 16.5118  0.08
87 H -17.7511 18.5342 16.8011  0.08
88 H -14.8554 18.6809 11.3362  0.07
89 H -15.5066 17.3469 12.2434  0.08
90 H -14.1340 18.3289 12.8326  0.06
91 H -18.3918 18.3245 14.1727  0.12
92 C -7.3464 15.2287 20.7346  -0.03
93 C -7.6383 14.5728 22.1649  -0.45
94 C -8.7142 13.4098 22.0055  -0.12
95 C -8.7955 12.3954 23.1158  -0.21
96 C -7.4887 11.8072 23.5335  -0.14
97 C -6.3813 12.9186 23.7101  -0.45
98 N -6.4108 13.8989 22.5864  -0.11
99 O -5.3861 14.8163 22.6462  -0.01
100 C -6.6367 13.5791 25.0708  -0.04
101 C -4.9777 12.1729 23.7294  -0.01
102 C -8.1511 15.6331 23.1394  -0.04
103 H -6.6304 16.0505 20.7425  0.07
104 H -8.2422 15.6737 20.3013  0.08
105 H -6.9177 14.5471 19.9999  0.08
106 H -9.6859 13.8991 21.9393  0.12
107 H -8.6207 12.8923 21.0507  0.12
108 H -9.5617 11.6599 22.8711  0.12
109 H -9.1295 12.9120 24.0156  0.10
110 H -7.1241 11.1522 22.7423  0.11
111 H -7.6238 11.2184 24.4408  0.13
112 H -6.0736 14.5080 25.1610  0.08
113 H -7.6526 13.8977 25.3042  0.07
114 H -6.4161 12.9533 25.9355  0.09
115 H -5.0693 11.6364 24.6738  0.08
116 H -4.8410 11.5278 22.8615  0.08
117 H -4.2107 12.9450 23.6700  0.07
118 H -8.8212 16.2623 22.5536  0.08
119 H -7.3699 16.2701 23.5543  0.08
120 H -8.7421 15.2895 23.9884  0.07
121 H -4.8138 14.5000 21.9433  0.12
122 C -2.0566 18.2941 14.5318  -0.03
123 C -2.2369 17.8548 13.0954  -0.49
124 C -1.9361 18.9794 12.1079  -0.15
125 C -0.4660 19.1851 11.7565  -0.17
126 C 0.0082 17.8290 11.2530  -0.14
127 C -0.0790 16.6618 12.3039  -0.44
128 N -1.4717 16.5617 12.7925  -0.05
129 O -1.6872 15.5226 13.7077  0.01
130 C 0.2942 15.3975 11.4432  -0.04
131 C 0.9865 16.8605 13.4284  -0.02
132 C -3.7139 17.6018 12.9079  -0.05
133 H -2.3104 17.4134 15.1218  0.08
134 H -2.6444 19.1278 14.9158  0.09
135 H -1.0235 18.5155 14.7995  0.07
136 H -2.4936 18.8544 11.1796  0.12
137 H -2.2838 19.9099 12.5565  0.12
138 H 0.1157 19.5201 12.6153  0.11
139 H -0.2794 19.9355 10.9883  0.11
140 H 1.0601 17.9205 10.9826  0.12
141 H -0.4530 17.5054 10.3199  0.12
142 H 1.3531 15.3429 11.1904  0.08
143 H 0.1634 14.4295 11.9268  0.08
144 H -0.1587 15.3007 10.4565  0.08
145 H 0.9580 16.2077 14.3008  0.08
146 H 1.9643 16.8039 12.9501  0.09
147 H 0.8403 17.7545 14.0346  0.06
148 H -3.8901 17.4563 11.8421  0.08
149 H -4.3451 18.4645 13.1210  0.10
150 H -4.0328 16.6807 13.3957  0.08
151 H -2.3152 14.9311 13.2866  0.11
152 C -10.3923 20.3972 3.6232  -0.04
153 C -9.6813 19.9543 4.9089  -0.46
154 C -8.2489 19.5548 4.3937  -0.15
155 C -7.2609 19.7317 5.4896  -0.20
156 C -7.3154 21.1914 5.8936  -0.14
157 C -8.6804 21.7136 6.4906  -0.44
158 N -9.7751 21.2244 5.6336  -0.12
159 O -11.0025 21.5318 6.1560  0.05
160 C -8.7060 21.2902 8.0062  -0.01
161 C -8.5993 23.2831 6.3698  -0.02
162 C -10.2737 18.7784 5.7085  0.00
163 H -9.9852 21.3537 3.2956  0.09
164 H -11.4563 20.5653 3.7896  0.08
165 H -10.3400 19.7253 2.7665  0.09
166 H -8.2559 18.5185 4.0555  0.12
167 H -7.9478 20.1203 3.5119  0.12
168 H -6.3077 19.4172 5.0645  0.12
169 H -7.4830 19.0559 6.3155  0.11
170 H -7.1216 21.8188 5.0236  0.12
171 H -6.4672 21.3595 6.5573  0.12
172 H -9.5952 21.7175 8.4698  0.07
173 H -8.7256 20.2258 8.2402  0.07
174 H -7.8172 21.7739 8.4114  0.08
175 H -8.8060 23.6971 5.3828  0.09
176 H -9.2896 23.5996 7.1516  0.07
177 H -7.6341 23.6994 6.6584  0.08
178 H -10.0035 17.8792 5.1548  0.09
179 H -11.3578 18.8018 5.5969  0.08
180 H -9.9297 18.7070 6.7403  0.08
181 H -11.2790 22.2027 5.5275  0.12
182 C -3.8382 34.5206 14.9104  -0.05
183 C -3.9195 33.5421 16.1256  -0.46
184 C -3.7845 34.2335 17.5191  -0.05
185 O -5.0759 32.6953 16.0245  -0.07
186 H -2.9004 35.0761 14.9035  0.07
187 H -4.5842 35.3145 14.9460  0.08
188 H -3.8765 33.9042 14.0122  0.07
189 H -3.0987 32.8512 15.9329  0.12
190 H -3.9874 35.2921 17.6808  0.07
191 H -2.7290 34.2001 17.7890  0.07
192 H -4.2007 33.6123 18.3122  0.07
193 H -5.0018 32.0679 16.7474  0.07
194 C -12.6154 29.4159 17.1650  -0.07
195 C -11.2064 29.4577 16.5968  -0.49
196 C -11.2620 29.0475 15.1085  -0.07
197 O -10.8891 30.8299 16.6133  -0.05
198 H -13.2995 30.0384 16.5882  0.09
199 H -12.6005 29.6479 18.2299  0.08
200 H -13.1029 28.4482 17.0475  0.07
201 H -10.4565 28.8524 17.1061  0.13
202 H -10.2546 28.7550 14.8124  0.07
203 H -11.7507 29.7041 14.3887  0.09
204 H -11.8865 28.1599 15.0074  0.07
205 H -10.0220 30.7956 16.2029  0.09